# 1
{
  "formula": "FH10MnO5",
  "method": "ωB97M-V with the def2-TZVPD basis set",
  "spin_multiplicity": 6,
  "homo_energy_ev": [-13.7219, -13.7212],
  "charge": 1,
  "gap_ev": [5.6, 5.6],
  "e_lumo_ev": [-8.1, -8.1],
  "elements": ["Mn", "F", "O", "H", "H", "O", "H", "H", "O", "H", "H", "O", "H", "H", "O", "H", "H"],
  "positions_angstrom": [[-0.645, 2.480, 0.820], [-0.342, 0.673, -0.096], [-2.812, -0.383, 0.019], [-2.735, -1.137, 0.617], [-1.895, -0.019, 0.002], [0.090, -1.932, -0.361], [0.736, -2.308, 0.221], [0.001, -1.065, -0.058], [0.095, 1.303, 2.584], [0.654, 0.494, 2.437], [0.536, 1.796, 3.303], [2.113, 0.171, -0.394], [2.065, -0.523, -1.069], [1.171, 0.340, -0.228], [0.499, 0.135, -2.945], [0.610, -0.638, -2.432], [-0.133, 0.617, -2.414]],
  "forces_ev_per_angstrom": [[0.649, -3.100, -0.302], [-1.127, 3.038, 1.033], [0.960, 0.737, 0.461], [-0.196, -0.073, -0.169], [-1.117, -0.791, -0.303], [-0.260, -1.913, -1.046], [0.630, -0.636, 0.356], [-0.423, 1.860, 0.630], [0.631, 0.520, -0.294], [-0.638, 0.819, -0.130], [-0.206, -0.402, -0.084], [0.005, -0.170, 0.331], [0.448, 0.312, 0.173], [0.912, 0.020, -0.361], [-0.108, 1.242, -0.758], [0.137, -1.736, 0.558], [-0.297, 0.272, -0.094]]
}


# 2
{
  "formula": "C4H22N2O7S",
  "method": "ωB97M-V with the def2-TZVPD basis set",
  "spin_multiplicity": 1,
  "smiles": "NC[C@@H](CS)NC=O.O.O.O.O.O.O",
  "homo_energy_ev": -8.3853,
  "gap_ev": 8.7,
  "e_lumo_ev": 0.4,
  "elements": ["N", "C", "C", "C", "S", "N", "C", "O", "H", "H", "H", "H", "H", "H", "H", "H", "H", "H", "O", "H", "H", "O", "H", "H", "O", "H", "H", "O", "H", "H", "O", "H", "H", "O", "H", "H"],
  "positions_angstrom": [[0.121, 1.410, -0.776], [-0.339, 0.046, -0.380], [-1.616, -0.419, -0.979], [-1.190, -1.375, -2.209], [-0.230, -0.535, -3.580], [-2.544, -1.301, -0.207], [-2.257, -2.508, 0.413], [-1.098, -2.794, 0.393], [0.775, 1.821, -0.117], [0.554, 1.403, -1.705], [-0.554, 0.154, 0.707], [0.528, -0.555, -0.514], [-2.254, 0.504, -1.203], [-0.519, -2.240, -1.767], [-1.975, -1.791, -2.755], [-1.053, 0.415, -4.005], [-3.285, -0.702, 0.157], [-3.086, -3.046, 0.882], [1.546, -2.363, 1.114], [0.719, -2.418, 1.651], [1.483, -2.845, 0.377], [2.689, 1.199, 0.169], [2.654, 1.426, -0.671], [3.063, 0.300, 0.283], [1.482, 2.041, 2.462], [1.476, 1.485, 3.263], [2.048, 1.693, 1.757], [3.985, -0.918, 0.832], [3.326, -1.215, 1.407], [4.138, -1.708, 0.306], [-2.241, 2.703, -0.906], [-1.638, 3.377, -1.087], [-1.868, 2.232, -0.137], [-1.090, 1.907, 2.048], [-1.583, 2.381, 2.718], [-0.170, 2.237, 2.059]],
  "forces_ev_per_angstrom": [[-0.665, 0.157, -0.870], [1.001, 2.357, 2.630], [-0.546, -1.711, -2.546], [1.715, 1.064, 0.898], [0.858, -0.734, 0.746], [-1.411, 1.139, 1.010], [-0.063, 3.659, -1.081], [1.759, -2.579, 0.603], [-0.407, -0.645, -0.134], [-0.308, -0.119, 0.518], [0.475, -0.287, -0.507], [0.170, -1.435, -0.009], [1.011, -1.483, -0.381], [-1.245, 1.979, -1.098], [-1.640, -0.813, -0.261], [-0.599, 0.107, 0.263], [-0.210, -0.972, -0.104], [-0.040, -0.062, -0.017], [0.346, 3.168, 5.598], [0.882, -0.196, -1.276], [-1.042, -2.975, -4.231], [0.570, -1.382, 6.392], [-0.154, 1.444, -6.034], [0.293, 0.326, -0.411], [-0.119, 0.329, 0.955], [0.279, 0.207, -0.916], [0.252, -0.314, -0.050], [1.857, 0.237, -1.290], [-1.966, -0.892, 1.734], [0.226, 0.034, -0.235], [-2.413, -1.500, 0.913], [1.607, 1.405, -0.414], [0.139, 0.547, -0.445], [-0.548, -0.081, -0.303], [0.018, 0.200, 0.067], [-0.082, -0.179, 0.286]]
}


# 3
{
  "formula": "C11H24FNO7P",
  "method": "ωB97M-V with the def2-TZVPD basis set",
  "spin_multiplicity": 1,
  "homo_energy_ev": -2.5619,
  "charge": -1,
  "gap_ev": 4.4,
  "e_lumo_ev": 1.8,
  "elements": ["C", "O", "C", "C", "C", "F", "C", "N", "C", "C", "C", "O", "O", "C", "P", "O", "O", "O", "H", "H", "H", "H", "H", "H", "H", "H", "H", "H", "H", "H", "H", "H", "H", "H", "H", "H", "H", "C", "C", "O", "H", "H", "H", "H", "H"],
  "positions_angstrom": [[0.397, -1.201, 1.645], [-0.570, -0.313, 1.046], [-0.546, -0.388, -0.362], [-1.958, -0.587, -0.892], [-2.428, -1.993, -0.533], [-3.817, -2.067, -0.584], [0.145, 0.862, -0.986], [1.040, 1.393, -0.036], [0.885, 0.414, -2.275], [2.325, 0.091, -2.011], [3.287, 1.186, -2.401], [3.053, -0.161, -3.129], [-0.912, 1.761, -1.469], [-1.037, 3.009, -0.886], [0.133, 4.239, -1.591], [0.934, 3.693, -2.696], [1.097, 4.851, -0.463], [-0.769, 5.470, -2.053], [0.402, -1.013, 2.712], [0.131, -2.246, 1.498], [1.385, -0.994, 1.236], [0.000, -1.287, -0.661], [-1.944, -0.529, -1.979], [-2.642, 0.161, -0.504], [-2.046, -2.678, -1.290], [-2.070, -2.275, 0.454], [0.622, 1.588, 0.861], [1.623, 2.137, -0.383], [0.886, 1.214, -3.005], [0.451, -0.512, -2.647], [2.566, -0.457, -1.110], [4.360, 1.073, -2.333], [2.921, 1.817, -3.200], [-2.022, 3.384, -1.174], [-1.025, 3.028, 0.205], [1.968, 4.455, -0.548], [-0.184, 6.212, -2.244], [-1.586, -4.198, 4.118], [-0.050, -4.134, 4.315], [0.606, -3.970, 3.155], [-1.857, -5.037, 3.472], [-2.108, -4.333, 5.082], [-1.957, -3.274, 3.665], [0.204, -5.066, 4.895], [0.105, -3.325, 5.087]],
  "forces_ev_per_angstrom": [[-0.132, 0.137, 0.004], [-0.030, -0.036, -0.121], [-0.452, 0.218, 0.231], [-0.039, -0.594, -0.094], [0.365, 0.491, -0.205], [-0.123, -0.016, 0.087], [0.014, -0.956, -0.728], [0.042, 0.434, -0.020], [0.123, 0.055, 0.913], [0.315, 1.322, 0.839], [0.115, -2.434, -2.583], [0.240, -0.410, -0.449], [0.157, 0.056, 0.209], [-0.505, 0.704, -0.069], [0.439, -0.938, -0.968], [0.290, -0.228, -0.009], [-0.471, 0.354, 0.430], [-0.145, 0.143, 0.754], [-0.060, -0.018, 0.118], [0.026, -0.147, 0.117], [0.128, -0.016, 0.000], [0.444, 0.071, 0.020], [-0.088, 0.365, -0.115], [-0.022, 0.087, 0.123], [0.032, -0.288, 0.133], [-0.255, -0.162, 0.140], [-0.002, -0.152, 0.065], [0.080, 0.004, -0.039], [-0.405, -0.071, -0.229], [-0.394, 0.146, -0.327], [0.030, -0.303, 0.084], [0.057, 0.810, 1.187], [-0.001, 1.083, 0.775], [-0.079, -0.023, -0.015], [0.201, -0.064, 0.091], [0.223, 0.005, -0.054], [-0.106, 0.233, -0.153], [-0.156, -0.060, 0.478], [-0.412, -0.011, -0.235], [0.173, 0.116, 0.087], [0.081, 0.024, -0.098], [0.020, 0.015, -0.069], [0.074, 0.006, -0.088], [0.109, -0.052, -0.116], [0.097, 0.101, -0.101]]
}


no.,DFT total energy (Eh)
1,-1632.7355
2,-1199.9201
3,-1456.1765